1.
Density functional theory data (wB97M-V/def2-TZVPD) for a molecular structure, C49H50AsCl4CsN10O7 at a distorted geometry.

Values from the calculation:
- ΔE to the lowest compared entry with this formula, charge and spin: 4.9 kcal/mol
- Highest occupied orbital energy: -0.91 eV

ORCA input file:
```
! RIJCOSX wB97M-V def2-TZVPD def2/J DEFGRID3
* xyz -2 1
Cs -0.511 -2.468 0.296
As 4.059 3.162 -0.232
Cl 1.420 -8.356 5.325
Cl 4.171 -8.260 3.801
Cl -2.930 -4.526 -1.721
Cl -1.534 -5.217 -4.245
O 0.911 2.601 0.360
O 5.531 -0.085 2.791
O -3.048 0.283 -0.169
O 4.695 -4.378 0.974
O -0.440 -1.329 -2.796
O -0.807 -4.513 5.183
O -0.462 0.386 -1.265
N -3.510 4.258 6.537
N -1.587 2.995 2.497
N -0.378 -0.729 -5.318
N -1.852 -1.917 3.022
N 0.189 -3.895 3.132
N -2.371 3.909 4.363
N -4.768 5.021 8.194
N -3.711 5.281 7.453
N 2.377 -4.155 1.302
N 2.413 -2.672 -1.103
C 3.502 -3.244 -0.627
C -5.282 3.794 7.716
C -1.207 3.593 3.609
C -2.772 -0.917 3.067
C -1.730 -2.739 4.056
C 5.657 1.037 2.776
C -1.017 0.867 -3.542
C 0.484 -2.332 -8.550
C 3.211 2.506 -1.861
C 1.741 -7.115 4.198
C -2.946 -4.414 -3.564
C -1.972 2.988 -4.168
C 1.855 0.915 -6.229
C -6.337 3.082 8.296
C -4.640 1.966 6.267
C -5.636 1.198 6.919
C -1.977 2.614 -5.515
C -0.977 0.456 -4.920
C -0.248 -1.967 -7.402
C 0.177 3.897 3.853
C 0.172 -0.928 -6.594
C -2.552 -2.529 5.238
C 3.528 -1.812 -2.999
C -0.716 -3.776 4.145
C 3.772 5.176 -0.593
C -2.979 3.030 2.441
C 1.493 -1.534 -9.059
C 2.381 -2.065 -2.273
C -1.500 1.313 -5.882
C 4.731 -2.302 -2.493
C -3.383 -1.478 5.313
C 1.875 -0.400 -8.369
C 3.218 -6.027 2.586
C -3.485 3.649 3.550
C 0.795 -6.055 4.023
C 2.848 0.500 -9.079
C 4.706 -3.052 -1.335
C 2.977 -7.112 3.476
C 1.015 -4.960 3.171
C 1.277 -0.126 -7.124
C 3.546 -4.031 0.630
C -3.565 -0.708 4.139
C -1.486 2.124 -3.184
C 2.264 -4.977 2.331
C 5.921 2.769 -0.893
C -4.485 3.261 6.687
C -6.430 1.722 7.962
C -2.298 4.471 5.685
C -0.604 -0.093 -2.466
H -3.840 -1.207 6.271
H -2.212 3.292 -6.278
H -7.057 1.016 8.557
H -2.938 -3.328 -3.787
H -1.542 2.393 -2.136
H -3.939 1.507 5.492
H 1.481 0.697 -5.243
H 5.663 -2.108 -2.935
H 0.048 -3.138 -9.077
H -0.414 -1.462 -4.605
H 0.754 2.959 3.903
H 2.741 5.428 -0.352
H -2.427 -3.278 6.014
H 5.979 1.776 -1.372
H -5.748 0.166 6.654
H -2.103 5.553 5.671
H 1.430 -1.676 -2.603
H 4.425 5.660 0.114
H 3.956 5.416 -1.617
H -6.967 3.559 9.045
H 0.672 4.503 3.120
H -2.155 0.392 -0.608
H 6.149 3.541 -1.611
H -3.557 -0.247 -0.833
H 3.455 -1.338 -3.950
H 6.587 2.851 -0.048
H 2.109 2.660 -1.801
H -1.306 1.141 -6.977
H -2.737 -0.244 2.236
H -1.399 3.969 6.200
H 2.464 1.545 -9.179
H -4.329 0.057 4.146
H -0.134 -6.263 4.560
H 3.461 1.459 -2.010
H -1.060 -2.579 -7.034
H 0.659 1.995 -0.363
H 4.226 -5.925 2.130
H 3.840 0.520 -8.629
H -4.494 3.774 3.872
H -2.315 3.969 -3.879
H 1.526 1.924 -6.527
H 0.383 4.292 4.836
H -3.871 -4.890 -3.932
H 2.043 -1.787 -9.997
H 3.010 0.014 -10.081
H -3.573 2.563 1.654
H 2.970 0.964 -6.125
H 5.600 -3.425 -0.858
H 0.058 2.654 0.862
H 3.644 3.055 -2.684
*
```



2.
Density functional theory data (wB97M-V/def2-TZVPD) for 8 unconnected molecules or ions with the total composition C49H50BN7O19 at a distorted geometry.

Values from the calculation:
- SMILES: COCCCC[C@@H](OC=O)B(O)O.O=[N+]([O-])c1ccccc1.O=[N+]([O-])c1ccccc1.O=[N+]([O-])c1ccccc1.O=[N+]([O-])c1ccccc1.O=[N+]([O-])c1ccccc1.O=[N+]([O-])c1ccccc1.O=[N+]([O-])c1ccccc1
- Highest occupied orbital energy: -9.58 eV

ORCA input file:
```
! RIJCOSX wB97M-V def2-TZVPD def2/J DEFGRID3
* xyz 0 1
O -3.043 -2.628 -0.128
O -5.197 -2.592 -0.091
O -8.642 -5.856 -4.607
O 7.974 3.780 2.282
O -0.899 1.352 -1.541
O -1.925 4.944 -1.251
O 4.872 2.707 -3.590
O -2.892 2.410 -0.903
O 3.488 -2.604 0.652
O -8.421 -5.206 -2.564
O 3.992 -3.487 2.552
O 3.112 -5.070 -3.040
O 2.879 -7.172 -3.456
O -3.362 4.315 5.946
O 3.783 1.304 -4.810
O 6.816 1.988 2.588
O -1.918 7.087 -0.931
O 3.056 3.427 0.370
O -1.812 4.675 4.492
N 3.244 -6.247 -2.756
N 4.444 1.593 -3.828
N -8.432 -5.005 -3.765
N -2.944 4.813 4.919
N 7.069 3.158 2.805
N 3.189 -3.082 1.733
N -4.135 -3.164 -0.233
C 4.580 5.221 5.523
C -7.916 -2.073 -6.013
C -0.916 -3.387 2.651
C 4.272 -0.754 -3.107
C 6.444 5.214 4.007
C -3.441 6.190 2.940
C -5.405 -6.590 -0.975
C -4.214 -7.293 -1.103
C 5.184 3.191 4.388
C 4.278 -5.544 -0.636
C 4.655 -8.198 0.096
C 2.051 5.235 -1.013
C 5.430 0.838 -1.706
C 5.620 5.890 4.893
C 1.382 -3.697 3.287
C 5.256 -1.461 -1.031
C 4.365 3.872 5.274
C -7.623 -1.078 -5.091
C 4.070 -7.898 -1.124
C -4.322 6.948 2.187
C 6.212 3.873 3.763
C -8.189 -3.361 -5.582
C 0.113 4.074 -2.292
C -4.161 -4.598 -0.548
C 3.884 -6.572 -1.473
C 0.032 -3.801 3.579
C -7.882 -2.651 -3.294
C 5.695 -0.167 -0.790
C 4.543 -1.754 -2.189
C -2.965 -5.284 -0.682
C 1.865 2.858 0.870
C -1.676 6.036 -0.532
C 4.723 0.531 -2.855
C 2.923 3.955 -0.937
C -3.873 5.638 4.132
C 5.045 -7.175 0.951
C -8.164 -3.635 -4.226
C -5.162 5.836 4.593
C 1.072 5.260 -2.207
C -5.381 -5.234 -0.694
C -6.038 6.598 3.837
C -0.868 3.951 -1.128
C 4.859 -5.849 0.583
C -7.608 -1.366 -3.733
C -5.621 7.151 2.634
C -2.996 -6.640 -0.959
C 1.764 -3.178 2.062
C -0.518 -2.861 1.429
C 0.831 -2.753 1.131
B -1.584 2.519 -1.207
H -1.244 5.971 0.479
H -7.930 -1.845 -7.071
H 4.197 -2.762 -2.377
H 3.931 4.224 -1.235
H 3.715 -0.982 -4.004
H 5.013 2.143 4.193
H -7.871 -2.873 -2.237
H -3.156 1.490 -1.025
H -4.235 -8.354 -1.315
H 3.934 5.752 6.210
H 1.530 5.403 -0.073
H 5.469 -2.238 -0.320
H -7.403 -0.074 -5.431
H -0.394 4.034 -0.149
H 0.564 6.221 -2.225
H -0.473 4.194 -3.204
H 2.117 -4.021 4.008
H 5.772 1.845 -1.515
H 4.804 -9.230 0.383
H 1.141 -2.343 0.180
H 0.664 3.148 -2.420
H 4.136 -4.511 -0.916
H -3.997 7.380 1.249
H 2.146 1.991 1.459
H -7.381 -0.590 -3.015
H -1.262 -2.538 0.709
H -7.050 6.759 4.185
H -6.352 -7.098 -1.091
H -0.282 -4.207 4.531
H 6.244 0.061 0.114
H -8.414 -4.135 -6.301
H -6.310 -4.692 -0.593
H 2.748 6.049 -1.184
H 5.787 6.940 5.089
H 7.253 5.736 3.517
H 1.323 3.587 1.479
H -2.017 -4.778 -0.571
H 1.193 2.519 0.080
H -0.824 1.244 -2.495
H -2.431 6.037 2.590
H 3.556 3.352 5.768
H -2.070 -7.190 -1.061
H 3.765 -8.695 -1.786
H 2.598 3.185 -1.642
H 5.493 -7.411 1.908
H -5.490 5.404 5.528
H -6.309 7.739 2.041
H 5.163 -5.052 1.247
H 1.693 5.223 -3.104
H -1.970 -3.476 2.881
*
```



| no. | Kohn-Sham gap (eV) | lowest unoccupied orbital energy (Ha) |
| --- | --- | --- |
| 1 | 3.7 | 0.1040 |
| 2 | 8.7 | -0.0337 |